This record from the OMol25 dataset describes one molecule with the formula C3H8N2 at a distorted geometry. The level of theory is wB97M-V/def2-TZVPD.

The LUMO energy comes out at 0.834 eV. The value obtained for the orbital gap is 9.47 eV. For the largest force on an atom, the calculation gives 0.0226 Eh/bohr. Its SMILES is [H]/N=C\N(C)C. The calculation puts the total energy at -6220.213 eV.

```
! wB97M-V def2-TZVPD RIJCOSX def2/J DEFGRID3
* xyz 0 1
C -1.40297 -0.78298 -0.00679
C 0.02310 1.32613 -0.00951
C 1.07183 -0.85975 -0.00670
H -2.19312 -0.00712 0.03999
H -1.55952 -1.40043 0.90881
H -1.55294 -1.41099 -0.89488
H 0.36641 1.72345 0.98833
H -0.96755 1.73864 -0.30205
H 0.80159 1.63138 -0.75226
H 0.87454 -1.94804 -0.01670
H 2.34916 0.57977 0.05832
N -0.08734 -0.14303 0.00069
N 2.27683 -0.44703 -0.00725
*
```